DFT (wB97M-V/def2-TZVPD) results for a structure of composition C37H74BCl12NbO7P in a non-equilibrium geometry.

XYZ file:
```
133
Properties=species:S:1:pos:R:3:forces:R:3:lowdin_charge:R:1
C 0.51565 0.55591 3.65753 -0.34 0.18 0.57 -0.107
C 0.10366 -0.99257 3.96841 0.34 0.56 0.48 -0.192
C 0.88667 -2.03326 3.00181 0.40 1.69 1.29 -0.213
O 0.99351 -1.39241 1.71130 -1.34 -1.86 -0.11 -0.261
C 0.18829 -2.03989 0.68330 1.41 -1.68 -0.86 -0.266
Nb -0.84006 -0.48880 -0.70520 -0.04 -0.01 0.61 1.162
C -2.43643 0.01957 0.79813 -1.40 0.39 0.29 -0.362
C -3.62097 -1.02224 1.04744 -0.72 0.45 1.67 -0.304
C -3.17418 -2.36947 1.85295 -0.76 0.18 -0.18 -0.202
C -3.21911 -3.69532 0.96200 -0.07 0.07 0.34 -0.243
C -3.40659 -5.06435 1.77436 -0.29 -0.51 -1.39 -0.196
C -3.40462 -6.24918 0.64674 0.30 0.64 -0.34 -0.218
C -2.02852 -7.06955 0.59221 -0.55 -0.34 -1.23 -0.226
C -0.70790 -6.16659 0.49900 0.59 -0.93 0.66 -0.204
C 0.58168 -6.99178 -0.07689 0.17 1.90 -0.12 -0.142
C 1.04283 -6.31194 -1.48235 -0.64 -0.61 -0.08 -0.206
O 1.44413 -7.38446 -2.40322 0.79 1.81 0.02 -0.247
C 2.13333 -6.84031 -3.54984 0.69 -0.76 -0.92 -0.144
C -2.04224 -2.07002 -1.80352 -0.60 -2.19 -0.76 -0.291
C -2.20812 -1.83877 -3.40591 -0.94 0.11 0.65 -0.242
C -3.24668 -0.69328 -3.79541 -1.81 2.35 -2.01 -0.175
C -4.13703 0.10840 -2.82519 -0.46 0.50 -3.16 -0.039
C -5.16726 1.18641 -3.32802 2.27 -1.85 -2.86 -0.070
C -5.27704 1.49791 -4.84156 2.58 -2.85 1.72 -0.094
C -4.37047 0.70711 -5.84141 0.08 -0.63 3.51 -0.121
C -3.37371 -0.37669 -5.33467 -2.62 2.46 2.14 -0.026
B 0.41133 1.25820 0.13954 1.11 3.17 2.30 -0.563
O 1.82402 1.24007 0.43032 -2.33 -0.64 -1.49 0.064
O -0.28292 2.53616 0.38420 0.38 -2.26 -2.27 -0.062
C -0.47864 3.26023 -0.85578 0.16 1.64 -0.89 -0.276
C 0.77464 3.25435 -1.85612 -0.25 0.59 -0.84 -0.093
P 1.06602 -0.91100 -2.37644 2.69 0.07 0.28 0.512
O 2.49117 -0.75649 -1.77920 -2.54 -0.09 -1.54 -0.450
O 0.95778 -2.60013 -2.82844 0.16 1.51 -1.61 -0.330
O 0.89698 -0.01111 -3.85382 0.91 -2.36 0.47 -0.312
H 0.60644 1.16698 4.63745 -0.20 -1.14 -1.38 0.061
H 1.52637 0.64968 3.13864 -1.52 -0.20 0.40 0.062
H -0.30517 1.08885 3.05231 1.46 -0.91 0.61 0.066
H 0.39304 -1.16583 5.06874 -0.43 -0.12 -1.61 0.081
H -1.03471 -1.08067 3.90307 1.58 -0.01 -0.07 0.086
H 0.42998 -3.07835 2.98808 0.49 1.42 -0.16 0.118
H 1.96306 -2.09271 3.42559 -1.63 -0.14 -0.73 0.091
H -0.53482 -2.83945 1.06365 0.92 1.21 -0.09 0.038
H 0.94226 -2.60600 -0.00085 -1.09 0.74 0.88 0.068
H -1.59603 0.75001 -1.84244 0.63 0.89 -0.11 0.002
H -1.92933 0.23337 1.81489 -0.72 -0.33 -1.39 0.037
H -2.92463 1.02739 0.49452 0.70 -1.33 0.56 0.044
H -4.35156 -0.50091 1.78609 0.85 -0.78 -1.16 0.087
H -4.27838 -1.25631 0.13245 1.21 0.16 1.17 0.073
H -3.92571 -2.53597 2.71960 1.10 0.27 -1.33 0.107
H -2.17278 -2.14724 2.35020 -1.16 -0.56 -0.79 0.072
H -2.29408 -3.82504 0.30218 -1.31 0.43 0.91 0.063
H -4.12727 -3.58619 0.25118 1.42 -0.28 1.08 0.117
H -2.53945 -5.28584 2.48954 -1.39 0.57 -0.74 0.104
H -4.43317 -5.06920 2.29473 1.72 0.08 -0.46 0.106
H -3.51359 -5.73225 -0.38440 0.12 -0.79 1.59 0.108
H -4.31809 -6.93763 0.73511 1.44 0.80 0.07 0.100
H -2.06384 -7.69389 -0.38464 0.02 0.86 1.49 0.111
H -2.00322 -7.84542 1.43999 0.29 1.30 -1.03 0.112
H -0.80332 -5.25185 -0.18219 -0.27 -1.23 1.21 0.089
H -0.44283 -5.85223 1.57501 -0.43 -0.06 -1.74 0.106
H 1.44055 -6.75360 0.65358 -1.24 -0.94 -1.08 0.107
H 0.38345 -8.10766 -0.18697 0.36 1.53 0.08 0.109
H 1.88722 -5.54469 -1.33971 -1.11 -1.21 -0.11 0.128
H 0.18766 -5.75861 -2.00453 0.91 -0.59 0.92 0.120
H 2.75855 -5.91105 -3.33066 -0.95 -1.12 -0.04 0.091
H 2.86255 -7.65894 -3.91688 -1.14 1.24 0.57 0.092
H 1.43422 -6.61787 -4.43464 0.73 -0.16 1.37 0.090
H -1.44971 -3.06465 -1.70739 -0.81 1.52 -0.01 0.048
H -3.08842 -2.28523 -1.41069 1.27 0.32 -0.28 0.031
H -2.66454 -2.82858 -3.80625 0.67 1.46 0.57 0.119
H -1.22245 -1.70868 -3.95937 -1.34 0.19 0.82 0.066
H -4.06473 -0.08499 -1.70776 -0.03 0.29 -1.69 0.056
H -5.83254 1.74527 -2.59266 1.14 -0.91 -1.04 0.075
H -6.00017 2.29649 -5.20340 1.12 -1.24 0.47 0.072
H -4.45013 0.96553 -6.96140 0.22 -0.73 3.22 -0.099
H -2.74469 -0.90349 -6.12719 -0.87 0.68 1.43 0.086
H 2.30228 1.46704 -0.39618 -0.11 -0.61 0.44 0.082
H -0.65604 4.36741 -0.56903 0.23 -1.75 -0.17 0.098
H -1.40454 2.92444 -1.44756 1.29 0.08 1.03 0.097
H 0.78645 2.35523 -2.58347 0.07 1.21 1.49 0.072
H 1.79089 3.41246 -1.34160 -1.58 -0.39 -0.61 0.087
H 0.64092 4.17866 -2.54331 0.14 -1.38 1.09 0.081
H 0.79893 -2.65291 -3.80306 0.10 -0.16 1.13 0.033
H 1.45840 -0.51930 -4.49133 -0.36 0.90 0.36 0.042
Cl -2.68564 6.33778 -2.48265 0.04 -0.02 0.01 0.542
C -2.59008 7.23006 -0.94523 -0.04 0.07 0.14 -0.669
C -1.46539 8.24579 -0.94166 -0.16 0.11 0.06 -0.670
Cl 0.13975 7.47279 -0.93802 0.00 0.00 -0.04 0.540
H -2.47702 6.50311 -0.13865 0.09 0.06 -0.15 0.068
H -3.54799 7.73771 -0.81380 0.12 0.03 -0.04 0.069
H -1.52282 8.85928 -0.03998 -0.03 -0.13 -0.04 0.068
H -1.52006 8.90784 -1.80775 0.01 -0.18 0.05 0.064
Cl -4.28713 1.26912 -8.84520 0.08 0.26 -1.50 0.647
C -3.18781 2.31632 -9.77838 0.18 0.16 -0.27 -0.624
C -2.02337 2.80869 -8.94355 0.14 -0.10 -0.12 -0.660
Cl -2.53778 3.95939 -7.68575 -0.02 -0.04 0.01 0.543
H -3.77134 3.14569 -10.18221 0.06 -0.07 0.16 0.068
H -2.81820 1.72103 -10.61597 0.03 0.03 0.13 0.072
H -1.30734 3.33408 -9.57896 -0.14 -0.01 0.01 0.032
H -1.50232 1.98356 -8.45425 -0.18 0.09 0.02 0.076
Cl 1.59011 5.57333 -8.62507 -0.02 -0.02 -0.05 0.543
C 0.99211 7.11625 -9.28276 -0.02 0.16 -0.05 -0.668
C -0.52136 7.16944 -9.33051 0.05 0.20 0.22 -0.654
Cl -1.19532 6.04764 -10.53919 0.00 -0.01 -0.06 0.545
H 1.42978 7.25452 -10.27311 -0.11 -0.10 0.10 0.066
H 1.36978 7.90619 -8.63037 -0.12 -0.08 -0.01 0.071
H -0.84883 8.17223 -9.61262 0.10 -0.09 -0.04 0.071
H -0.96272 6.92756 -8.36182 0.09 -0.12 -0.15 0.064
Cl 3.33256 -1.75118 5.87043 0.02 0.00 0.12 0.556
C 4.01002 -0.38471 4.94991 0.09 0.20 -0.20 -0.638
C 4.49283 0.73082 5.85429 0.21 -0.12 -0.10 -0.658
Cl 3.14714 1.56148 6.67508 -0.14 0.08 -0.14 0.516
H 3.24636 -0.03474 4.25287 0.04 -0.06 0.17 0.047
H 4.84610 -0.77834 4.36846 -0.03 0.06 0.11 0.079
H 5.01740 1.48543 5.26474 -0.12 -0.09 -0.02 0.075
H 5.17817 0.36004 6.61928 -0.16 0.01 -0.03 0.024
Cl 4.56323 0.62028 9.55330 0.20 -0.09 0.25 0.550
C 3.25181 0.75441 10.74846 -0.17 0.01 0.04 -0.646
C 3.50372 1.86096 11.75249 -0.26 0.05 -0.14 -0.663
Cl 4.86340 1.48519 12.84253 0.08 0.02 0.00 0.524
H 3.13992 -0.21454 11.23822 0.11 0.14 -0.03 0.071
H 2.33571 0.96133 10.19093 0.10 0.07 0.04 0.075
H 2.62236 1.99784 12.38240 0.08 -0.09 -0.06 0.071
H 3.71911 2.80976 11.25801 0.06 -0.18 0.02 0.069
Cl 7.99413 0.96614 8.05708 0.02 -0.03 -0.02 0.540
C 8.07949 1.86976 9.58947 -0.06 0.16 0.22 -0.677
C 9.19809 2.89187 9.58996 -0.21 0.11 0.02 -0.666
Cl 10.80853 2.12836 9.60466 0.03 0.00 -0.03 0.528
H 8.19367 1.14918 10.40116 0.04 0.07 -0.16 0.071
H 7.11810 2.37229 9.71404 0.10 -0.02 -0.04 0.052
H 9.13378 3.51097 10.48712 -0.03 -0.13 -0.04 0.071
H 9.14278 3.54770 8.71930 0.03 -0.18 0.05 0.069
```
Positions in Å, forces in eV/Å.

Results
Max |F|: 4.2 eV/A
Total charge: -1
E_HOMO: -3.3 eV
Electronic energy: -215674.719 eV